No. 1
Formula: C34H60Br18O8
Source: the OMol25 dataset
Level of theory: wB97M-V/def2-TZVPD

```
! wB97M-V def2-TZVPD RIJCOSX def2/J DEFGRID3
* xyz 0 1
Br -4.21 0.05 2.95
C -5.35 -1.37 2.33
C -6.39 -1.91 3.34
Br -7.11 -3.59 2.61
H -4.68 -2.21 2.17
H -5.77 -1.04 1.38
H -7.17 -1.13 3.43
H -6.01 -2.08 4.33
Br 0.28 -3.10 4.36
C 0.80 -5.00 4.02
C 1.77 -5.03 2.90
Br 1.57 -6.79 2.05
H -0.15 -5.48 3.75
H 1.28 -5.44 4.83
H 2.78 -4.79 3.17
H 1.38 -4.36 2.11
Br -4.30 2.57 -5.57
C -4.68 2.25 -3.67
C -3.86 1.16 -3.05
Br -4.42 1.11 -1.22
H -5.69 1.96 -3.67
H -4.61 3.21 -3.16
H -2.79 1.38 -3.02
H -4.06 0.20 -3.49
Br 5.17 0.56 -1.58
C 5.03 -0.50 -3.23
C 3.58 -0.68 -3.51
Br 3.37 -1.72 -5.13
H 5.52 -1.45 -3.02
H 5.57 0.00 -3.96
H 3.13 0.26 -3.63
H 3.15 -1.23 -2.70
Br -0.42 -5.33 -5.23
C 0.07 -5.23 -3.38
C 1.22 -4.24 -3.26
Br 1.73 -3.47 -1.59
H 0.38 -6.20 -3.14
H -0.75 -4.91 -2.73
H 1.08 -3.41 -3.99
H 2.18 -4.62 -3.61
Br -3.05 -4.42 1.64
C -1.60 -3.90 0.52
C -2.03 -2.95 -0.54
Br -3.19 -3.78 -1.90
H -1.17 -4.76 0.06
H -0.87 -3.38 1.19
H -1.17 -2.64 -1.10
H -2.49 -2.15 0.02
Br -1.32 2.96 0.06
C -2.39 3.55 1.64
C -2.66 5.03 1.59
Br -1.19 6.29 2.26
H -1.89 3.21 2.55
H -3.36 3.03 1.53
H -3.52 5.22 2.23
H -2.80 5.48 0.63
Br -3.72 3.57 5.43
C -3.01 1.83 6.06
C -2.70 2.07 7.50
Br -2.32 0.44 8.39
H -2.07 1.55 5.50
H -3.81 1.10 5.89
H -3.45 2.49 8.09
H -1.80 2.70 7.60
Br -0.76 4.89 -5.80
C 0.78 4.26 -4.88
C 0.30 3.80 -3.55
Br 1.90 3.63 -2.44
H 1.44 5.11 -4.90
H 1.32 3.51 -5.38
H -0.12 2.82 -3.48
H -0.36 4.53 -3.10
O -3.83 -1.35 -5.26
C -2.71 -0.99 -5.38
O -2.33 -0.35 -6.44
C -1.03 0.31 -6.21
C -0.37 -0.49 -5.12
C -1.53 -1.19 -4.39
H -1.31 1.31 -5.88
H -0.50 0.40 -7.13
H 0.24 0.16 -4.43
H 0.41 -1.20 -5.49
H -1.70 -0.76 -3.43
H -1.40 -2.29 -4.23
O 1.07 0.09 -1.94
C 0.85 0.06 -0.76
O -0.40 -0.36 -0.31
C -0.39 -0.42 1.09
C 1.06 -0.24 1.60
C 1.75 0.45 0.41
H -0.82 -1.32 1.48
H -1.05 0.45 1.45
H 1.65 -1.24 1.68
H 1.12 0.23 2.60
H 2.79 0.26 0.12
H 1.72 1.52 0.36
O 3.78 -1.95 0.42
C 4.95 -2.25 0.40
O 5.54 -2.94 -0.61
C 6.99 -2.97 -0.41
C 7.29 -1.75 0.50
C 6.02 -1.77 1.39
H 7.52 -2.98 -1.41
H 7.21 -3.90 0.09
H 7.31 -0.87 -0.15
H 8.19 -1.81 1.07
H 5.76 -0.82 1.84
H 6.02 -2.54 2.19
O 0.39 2.72 2.91
C 0.70 3.76 3.43
O 0.00 4.28 4.48
C 0.51 5.53 4.97
C 1.65 5.89 4.04
C 1.93 4.58 3.23
H 0.91 5.28 5.98
H -0.33 6.23 4.98
H 2.55 6.22 4.64
H 1.43 6.65 3.32
H 2.81 4.00 3.66
H 2.06 4.85 2.17
*
```

Values from the calculation:
- E_tot: -1313377.3782 eV
- HOMO level: -0.3543 Eh
- E_LUMO: 0.139 eV

Here are the Löwdin charges for atoms 1 to 2, given in e: 0.65, -0.73

---

No. 2
Formula: CH5N3
Source: the OMol25 dataset
Level of theory: wB97M-V/def2-TZVPD

```
! wB97M-V def2-TZVPD RIJCOSX def2/J DEFGRID3
* xyz 1 2
N 0.71 -0.66 -0.95
C -0.06 -0.14 0.08
N -0.43 1.22 -0.19
N -0.19 -0.65 1.27
H 0.98 -1.59 -0.83
H 0.33 -0.54 -1.87
H -0.31 1.64 -1.14
H -0.70 1.90 0.60
H -0.61 0.12 1.83
*
```

Values from the calculation:
- Energy relative to the best compared isomer or geometry (same formula, charge and spin): 0.686 eV
- E_tot: -5579.2135 eV
- HOMO level (alpha / beta): -0.6242 / -0.5922 Eh
- E_LUMO (alpha / beta): -4.173 / -8.973 eV

Here are the natural (NBO) charges for atoms 1 to 2, given in e: -0.71, 0.55

---

No. 3
Formula: C9H11NO3S
Source: the OMol25 dataset
Level of theory: wB97M-V/def2-TZVPD

```
! wB97M-V def2-TZVPD RIJCOSX def2/J DEFGRID3
* xyz 0 1
C 1.04 -1.64 -3.28
C -0.21 -1.63 -2.64
C 2.18 -1.49 -2.49
C -0.29 -1.54 -1.27
C 2.07 -1.32 -1.12
C 0.79 -1.34 -0.46
C -2.14 0.98 1.10
C 0.58 -1.18 0.95
C -1.18 1.90 3.11
N -1.28 1.66 1.72
O 0.72 3.50 1.26
O 0.04 2.09 -0.59
O -0.40 -1.48 1.60
S 0.58 2.14 0.75
H 1.14 -1.43 -4.42
H -1.25 -1.61 -3.22
H 3.18 -1.57 -2.84
H -1.40 -1.61 -0.85
H 2.93 -1.00 -0.61
H -2.08 0.88 0.01
H -3.03 0.55 1.41
H 1.45 -0.67 1.44
H -1.65 2.79 3.38
H -1.69 1.04 3.81
H -0.10 1.99 3.24
*
```

Values from the calculation:
- Energy relative to the best compared isomer or geometry (same formula, charge and spin): 3.577 eV
- E_tot: -27976.3201 eV
- HOMO level: -0.3544 Eh
- E_LUMO: -0.257 eV

Here are the natural (NBO) charges for atoms 1 to 2, given in e: -0.18, -0.22

---

> E_tot of number 1 (C34H60Br18O8)?

-1313377.3782 eV